C23H41FIrN10SbSi | ωB97M-V with the def2-TZVPD basis set

Each line ends with the Löwdin spin population.
Atoms and positions in Å:
Ir (-0.24, -0.02, 1.16)  0.192
C (-1.92, 1.59, 4.00)  0.000
Si (-0.94, 0.03, 4.30)  0.013
C (-1.98, -1.49, 4.07)  0.000
C (-0.40, 0.07, 6.09)  0.007
N (0.36, -0.01, 3.01)  0.040
C (1.75, -0.03, 3.26)  0.000
C (2.32, 0.01, 4.54)  -0.001
C (3.69, 0.00, 4.71)  0.000
C (4.56, -0.04, 3.62)  0.000
C (4.03, -0.08, 2.34)  0.000
C (2.67, -0.07, 2.22)  0.000
F (2.10, -0.11, 0.97)  0.004
H (-2.54, 1.79, 4.87)  0.000
H (-2.59, 1.50, 3.15)  0.000
H (-1.27, 2.45, 3.84)  0.000
H (-2.52, -1.70, 5.00)  0.000
H (-1.38, -2.37, 3.82)  0.000
H (-2.73, -1.37, 3.30)  0.000
H (-1.33, 0.10, 6.67)  0.001
H (0.17, 0.95, 6.36)  0.000
H (0.14, -0.83, 6.40)  0.000
H (1.68, 0.04, 5.41)  0.000
H (4.09, 0.02, 5.72)  0.000
H (5.63, -0.04, 3.76)  0.000
H (4.65, -0.11, 1.46)  0.000
N (-3.60, 0.14, 0.81)  0.031
C (-3.00, -1.10, 0.87)  0.014
N (-3.63, -2.24, 0.96)  -0.004
N (-2.64, -3.17, 1.03)  0.027
N (-1.49, -2.63, 0.99)  -0.010
N (-1.67, -1.29, 0.85)  0.053
C (-2.88, 1.30, 0.75)  0.014
N (-3.38, 2.51, 0.73)  -0.004
N (-2.30, 3.33, 0.70)  0.027
N (-1.21, 2.67, 0.69)  -0.010
N (-1.54, 1.34, 0.70)  0.059
H (-4.60, 0.19, 0.82)  0.001
C (-1.53, 2.33, -2.62)  0.001
C (-1.46, 0.88, -3.08)  0.044
C (-1.29, 0.82, -4.59)  0.016
C (-2.70, 0.09, -2.66)  0.001
Sb (0.23, -0.08, -1.99)  0.314
C (2.03, 1.17, -2.33)  0.044
C (3.28, 0.35, -2.03)  0.002
C (1.90, 2.33, -1.35)  0.003
C (2.04, 1.65, -3.78)  0.018
C (0.45, -2.18, -2.74)  0.052
C (0.19, -2.21, -4.24)  0.019
C (1.85, -2.67, -2.41)  0.003
C (-0.58, -3.00, -1.99)  0.002
H (-2.49, 2.75, -2.94)  0.000
H (-0.74, 2.93, -3.06)  0.000
H (-1.47, 2.44, -1.54)  0.000
H (-2.15, 1.33, -5.04)  0.005
H (-1.28, -0.19, -4.99)  0.000
H (-0.40, 1.34, -4.94)  0.001
H (-3.59, 0.60, -3.05)  0.000
H (-2.81, 0.03, -1.58)  0.000
H (-2.70, -0.92, -3.07)  0.000
H (3.23, -0.14, -1.06)  0.001
H (4.14, 1.02, -2.02)  0.001
H (3.46, -0.40, -2.80)  0.000
H (1.89, 1.98, -0.31)  0.001
H (1.00, 2.92, -1.51)  0.000
H (2.76, 3.00, -1.47)  0.000
H (1.99, 0.83, -4.49)  0.001
H (2.98, 2.19, -3.96)  0.005
H (1.22, 2.35, -3.98)  0.000
H (0.80, -1.49, -4.80)  0.001
H (-0.86, -2.03, -4.47)  0.000
H (0.44, -3.21, -4.61)  0.006
H (2.61, -2.22, -3.06)  0.000
H (1.88, -3.75, -2.56)  0.001
H (2.13, -2.47, -1.37)  0.001
H (-1.60, -2.63, -2.12)  0.000
H (-0.36, -3.04, -0.93)  0.000
H (-0.55, -4.03, -2.37)  0.000

Values from the calculation:
ΔE to the lowest compared entry with this formula, charge and spin   126.27 kJ/mol
Energy   -2182.153406 Eh
HOMO-LUMO gap (spin up / spin down)   6.79 / 5.16 eV
<S²>   0.786
Multiplicity   2
Net charge   +1
HOMO level (spin up / spin down)   -11.3 / -11.3 eV